Computed, not measured: a structure of composition C36H94MgN9O14 in a non-equilibrium geometry, with ωB97M-V with the def2-TZVPD basis set.

Values from the calculation:
total charge	+1
energy above the lowest of the compared OMol25 structures with the same formula, charge and spin	16.78	kcal per mole
E_HOMO	-9.879	eV
DFT total energy	-3173.912322	a.u.

Last column: Löwdin charge in e.
Element x y z (Å)
Mg: 1.486 2.174 2.863  0.55
C: -0.323 -0.957 0.981  -0.10
C: 1.096 -0.445 0.868  -0.37
O: 1.276 0.826 1.467  -0.33
H: -0.958 -0.607 0.167  0.05
H: -0.769 -0.732 1.950  0.06
H: -0.270 -2.041 0.875  0.06
H: 1.469 -0.462 -0.156  0.09
H: 1.740 -1.180 1.351  0.08
C: -1.778 2.427 2.397  -0.76
O: -0.645 2.543 2.687  0.04
N: -2.781 2.796 3.145  0.22
N: -2.055 1.831 1.270  0.22
H: -3.707 2.718 2.749  0.13
H: -2.466 3.481 3.817  0.13
H: -2.937 1.998 0.807  0.12
H: -1.332 1.291 0.817  0.08
C: -3.021 -2.727 3.495  -0.74
O: -3.112 -1.640 4.112  -0.02
N: -2.265 -2.862 2.433  0.17
N: -3.736 -3.801 3.766  0.16
H: -2.399 -3.698 1.882  0.11
H: -1.825 -2.026 2.075  0.04
H: -3.613 -4.707 3.337  0.11
H: -4.409 -3.748 4.517  0.12
C: 3.783 -3.222 3.337  -0.08
C: 4.613 -2.333 2.385  -0.30
O: 5.950 -2.432 2.860  -0.08
H: 2.707 -3.105 3.216  0.06
H: 4.038 -3.103 4.390  0.07
H: 4.038 -4.257 3.107  0.08
H: 4.351 -1.275 2.359  0.08
H: 4.497 -2.671 1.356  0.10
H: 6.024 -1.893 3.652  0.07
C: 0.003 1.870 -2.231  -0.10
O: -0.789 1.694 -3.432  -0.22
C: -0.967 2.914 -4.265  -0.18
C: -1.974 2.499 -5.336  -0.19
N: -2.026 3.504 -6.440  -0.06
C: -3.021 3.255 -7.532  -0.19
C: -3.026 4.342 -8.629  -0.20
O: -3.426 5.626 -8.106  -0.20
C: -2.844 6.761 -8.698  -0.12
H: 1.022 2.168 -2.479  0.09
H: 0.161 0.936 -1.692  0.06
H: -0.469 2.459 -1.445  0.07
H: -0.012 3.272 -4.651  0.12
H: -1.325 3.718 -3.622  0.11
H: -2.914 2.568 -4.789  0.11
H: -1.784 1.534 -5.806  0.12
H: -2.353 4.370 -6.036  0.09
H: -4.068 3.191 -7.235  0.11
H: -2.812 2.289 -7.992  0.11
H: -3.741 4.150 -9.429  0.12
H: -2.135 4.417 -9.253  0.11
H: -2.570 6.618 -9.744  0.08
H: -1.977 7.090 -8.127  0.08
H: -3.556 7.585 -8.747  0.08
C: -0.763 -9.328 -2.562  -0.13
O: -0.618 -7.935 -2.521  -0.19
C: -1.814 -7.176 -2.333  -0.22
C: -1.634 -5.698 -2.109  -0.21
N: -0.640 -5.522 -1.037  -0.05
C: -0.056 -4.176 -1.149  -0.21
C: 1.012 -4.054 -2.250  -0.17
O: 2.299 -4.733 -1.992  -0.19
C: 3.002 -4.129 -0.874  -0.11
H: -1.131 -9.899 -1.710  0.09
H: 0.268 -9.651 -2.703  0.09
H: -1.261 -9.697 -3.458  0.08
H: -2.251 -7.562 -1.413  0.12
H: -2.470 -7.428 -3.167  0.12
H: -2.508 -5.084 -1.890  0.11
H: -1.204 -5.342 -3.045  0.10
H: 0.005 -6.289 -0.913  0.11
H: 0.473 -3.993 -0.213  0.08
H: -0.784 -3.366 -1.166  0.10
H: 1.331 -3.016 -2.345  0.10
H: 0.699 -4.338 -3.255  0.11
H: 3.948 -4.671 -0.865  0.09
H: 2.496 -4.174 0.090  0.06
H: 3.154 -3.072 -1.092  0.08
C: -5.511 -2.073 0.341  -0.11
O: -4.872 -1.987 -0.930  -0.21
C: -3.443 -1.552 -0.902  -0.17
C: -2.971 -1.109 -2.342  -0.18
N: -2.951 -2.302 -3.202  -0.04
C: -2.453 -1.996 -4.560  -0.18
C: -2.938 -3.093 -5.496  -0.23
O: -4.209 -2.915 -6.119  -0.21
C: -4.696 -4.048 -6.799  -0.11
H: -6.262 -2.862 0.359  0.08
H: -6.073 -1.172 0.587  0.08
H: -4.877 -2.404 1.163  0.06
H: -2.923 -2.401 -0.459  0.09
H: -3.391 -0.744 -0.172  0.09
H: -2.050 -0.548 -2.180  0.09
H: -3.690 -0.373 -2.701  0.12
H: -3.841 -2.777 -3.160  0.11
H: -1.367 -1.943 -4.626  0.11
H: -2.744 -1.041 -4.996  0.11
H: -2.882 -4.125 -5.150  0.11
H: -2.295 -3.188 -6.370  0.11
H: -3.951 -4.353 -7.534  0.09
H: -5.599 -3.729 -7.320  0.09
H: -5.018 -4.813 -6.092  0.09
C: 0.184 0.173 4.754  -0.03
O: 1.323 0.928 4.394  -0.28
C: 2.475 0.083 4.412  -0.17
C: 3.746 0.909 4.230  -0.13
N: 3.602 1.868 3.091  -0.05
C: 4.786 2.784 2.930  -0.15
C: 5.978 2.139 2.228  -0.21
O: 5.710 1.817 0.880  -0.16
C: 5.762 2.974 0.039  -0.09
H: -0.535 0.992 4.769  0.10
H: 0.218 -0.212 5.774  0.11
H: 0.007 -0.682 4.102  0.10
H: 2.408 -0.819 3.804  0.11
H: 2.549 -0.409 5.382  0.14
H: 4.615 0.281 4.035  0.11
H: 4.023 1.510 5.096  0.12
H: 3.799 1.344 2.250  0.10
H: 5.220 3.079 3.885  0.13
H: 4.482 3.613 2.292  0.09
H: 6.212 1.212 2.751  0.12
H: 6.885 2.734 2.334  0.13
H: 5.472 3.909 0.519  0.07
H: 5.113 2.803 -0.820  0.09
H: 6.722 3.051 -0.471  0.10
C: 2.494 3.996 0.479  -0.07
O: 1.903 3.672 1.703  -0.24
C: 1.427 4.836 2.357  -0.17
C: 1.903 4.888 3.851  -0.13
N: 1.251 3.703 4.500  -0.05
C: 1.780 3.423 5.842  -0.16
C: 1.467 4.447 6.986  -0.23
O: 2.011 4.027 8.198  -0.19
C: 1.682 4.872 9.301  -0.08
H: 2.850 3.096 -0.021  0.10
H: 3.361 4.649 0.579  0.09
H: 1.794 4.436 -0.231  0.11
H: 0.343 4.932 2.299  0.13
H: 1.813 5.778 1.968  0.13
H: 1.716 5.865 4.297  0.13
H: 2.991 4.900 3.911  0.12
H: 0.395 4.191 4.718  0.12
H: 2.867 3.392 5.920  0.12
H: 1.548 2.430 6.227  0.12
H: 0.397 4.622 7.096  0.13
H: 1.946 5.389 6.717  0.12
H: 1.858 5.889 8.953  0.09
H: 2.221 4.512 10.178  0.10
H: 0.615 4.865 9.524  0.09



Computed, not measured: a cluster of 8 separate species, C46H54Br3N8 in total, with ωB97M-V with the def2-TZVPD basis set.

Values from the calculation:
total charge	+1
energy above the lowest of the compared OMol25 structures with the same formula, charge and spin	0.00	kcal per mole
E_HOMO	-11.086	eV
DFT total energy	-9945.072188	a.u.

Last column: Löwdin charge in e.
Element x y z (Å)
C: -4.597 -0.913 -0.720  -0.11
C: -3.090 -0.838 -0.921  -0.30
C: -2.481 0.506 -0.563  -0.64
Br: -3.366 1.959 -1.509  0.81
C: -0.990 0.606 -0.873  -0.28
N: -0.290 -0.682 -1.153  0.18
C: 0.969 -0.588 -0.991  0.03
C: 1.360 0.728 -0.397  -0.27
C: 2.154 1.694 -1.318  -0.70
Br: 3.987 1.075 -1.373  0.82
C: 1.585 1.926 -2.717  -0.79
C: 1.536 0.715 -3.643  -0.14
Br: 2.542 3.421 -3.525  0.74
C: -0.020 1.209 0.154  -0.22
C: -0.194 0.608 1.548  -0.03
H: -5.123 -0.589 -1.612  0.06
H: -4.918 -0.277 0.107  0.08
H: -4.902 -1.935 -0.501  0.08
H: -2.610 -1.586 -0.274  0.11
H: -2.840 -1.087 -1.960  0.12
H: -2.661 0.722 0.487  0.08
H: -0.893 1.156 -1.806  0.10
H: -0.758 -1.524 -1.475  0.17
H: 1.622 -1.427 -1.199  0.17
H: 2.037 0.494 0.426  0.13
H: 2.185 2.655 -0.812  0.09
H: 0.593 2.350 -2.587  0.07
H: 2.123 -0.121 -3.256  0.06
H: 1.916 0.952 -4.632  0.07
H: 0.502 0.400 -3.793  0.05
H: -0.059 2.298 0.170  0.16
H: 0.285 -0.368 1.638  0.06
H: -1.241 0.474 1.819  0.08
H: 0.258 1.252 2.300  0.09
N: 0.720 -2.075 3.437  0.04
C: 1.672 -2.274 4.348  -0.16
C: 1.687 -3.352 5.219  -0.06
C: 0.657 -4.275 5.148  -0.06
C: -0.344 -4.081 4.208  -0.07
C: -0.264 -2.973 3.380  -0.16
H: 2.456 -1.526 4.388  0.11
H: 2.486 -3.455 5.941  0.11
H: 0.630 -5.126 5.814  0.11
H: -1.172 -4.771 4.118  0.11
H: -1.037 -2.792 2.638  0.09
N: -0.040 -0.198 7.845  0.07
C: 0.464 0.929 8.342  -0.15
C: 0.895 1.989 7.556  -0.07
C: 0.796 1.873 6.179  -0.08
C: 0.276 0.704 5.649  -0.08
C: -0.125 -0.297 6.521  -0.16
H: 0.546 0.979 9.422  0.11
H: 1.324 2.869 8.014  0.11
H: 1.140 2.673 5.535  0.11
H: 0.195 0.551 4.581  0.07
H: -0.527 -1.231 6.140  0.10
N: 8.063 5.226 -0.936  0.06
C: 9.040 4.945 -0.078  -0.15
C: 9.006 3.870 0.800  -0.07
C: 7.896 3.042 0.788  -0.08
C: 6.871 3.324 -0.101  -0.09
C: 7.003 4.423 -0.938  -0.16
H: 9.894 5.613 -0.093  0.11
H: 9.832 3.692 1.474  0.10
H: 7.832 2.194 1.458  0.10
H: 5.979 2.714 -0.157  0.03
H: 6.220 4.669 -1.648  0.10
N: -0.965 0.656 -5.902  0.05
C: -1.235 1.957 -5.810  -0.18
C: -1.510 2.763 -6.904  -0.07
C: -1.521 2.182 -8.162  -0.06
C: -1.248 0.827 -8.273  -0.06
C: -0.972 0.111 -7.118  -0.16
H: -1.224 2.377 -4.808  0.10
H: -1.715 3.816 -6.770  0.11
H: -1.735 2.775 -9.041  0.11
H: -1.241 0.333 -9.234  0.11
H: -0.746 -0.948 -7.171  0.10
N: 4.948 0.723 7.665  0.06
C: 5.900 0.412 8.541  -0.15
C: 5.827 -0.677 9.399  -0.07
C: 4.704 -1.486 9.348  -0.08
C: 3.703 -1.174 8.440  -0.08
C: 3.876 -0.065 7.626  -0.16
H: 6.764 1.066 8.559  0.10
H: 6.633 -0.879 10.091  0.10
H: 4.608 -2.340 10.005  0.11
H: 2.800 -1.766 8.369  0.09
H: 3.109 0.212 6.909  0.08
N: -5.633 2.530 -4.587  0.05
C: -6.652 1.756 -4.218  -0.16
C: -6.774 0.422 -4.584  -0.07
C: -5.786 -0.145 -5.376  -0.07
C: -4.722 0.653 -5.768  -0.06
C: -4.694 1.975 -5.351  -0.17
H: -7.411 2.229 -3.603  0.10
H: -7.628 -0.155 -4.257  0.10
H: -5.848 -1.183 -5.681  0.08
H: -3.928 0.264 -6.394  0.09
H: -3.884 2.630 -5.654  0.08
N: -5.656 -3.651 -5.419  0.05
C: -4.473 -4.037 -4.948  -0.16
C: -4.284 -5.196 -4.209  -0.08
C: -5.384 -5.996 -3.941  -0.08
C: -6.621 -5.604 -4.425  -0.06
C: -6.704 -4.429 -5.158  -0.14
H: -3.633 -3.389 -5.179  0.10
H: -3.296 -5.467 -3.861  0.10
H: -5.278 -6.910 -3.372  0.11
H: -7.507 -6.196 -4.246  0.11
H: -7.655 -4.098 -5.559  0.11



Computed, not measured: a cluster of 4 separate species, C30H58FN3O2P in total in a non-equilibrium geometry, with ωB97M-V with the def2-TZVPD basis set.

Values from the calculation:
total charge	+1
E_HOMO	-12.012	eV
DFT total energy	-1933.625539	a.u.

Last column: Löwdin charge in e.
Element x y z (Å)
C: 6.095 -1.232 3.749  -0.11
C: 6.954 -0.461 2.735  -0.24
C: 6.191 0.714 2.089  -0.21
C: 4.778 0.289 1.675  -0.23
C: 4.095 1.210 0.665  -0.22
C: 4.178 0.780 -0.810  -0.26
P: 3.566 -0.882 -1.164  1.05
C: 4.256 -1.388 -2.763  -0.24
C: 3.767 -0.418 -3.865  -0.23
F: 4.846 0.351 -4.296  -0.05
C: 1.785 -0.977 -1.257  -0.31
C: 1.083 -0.903 0.104  -0.23
C: -0.440 -1.009 -0.122  -0.19
C: -0.890 -2.465 -0.267  -0.20
C: -1.414 -3.051 1.072  -0.18
C: -2.938 -2.847 1.228  -0.19
C: -3.341 -1.966 2.427  -0.15
C: -3.345 -0.474 2.089  -0.18
O: -4.666 0.063 2.222  0.00
C: -4.763 1.359 1.854  -0.52
C: -6.182 1.776 1.591  0.03
O: -3.797 2.084 1.670  0.08
H: 6.706 -1.640 4.549  0.08
H: 5.313 -0.616 4.181  0.05
H: 5.621 -2.084 3.265  0.07
H: 7.208 -1.152 1.932  0.10
H: 7.863 -0.099 3.203  0.10
H: 6.140 1.531 2.805  0.12
H: 6.762 1.044 1.221  0.11
H: 4.824 -0.745 1.343  0.08
H: 4.165 0.295 2.571  0.10
H: 4.525 2.208 0.725  0.12
H: 3.046 1.324 0.928  0.10
H: 5.199 0.844 -1.187  0.11
H: 3.576 1.461 -1.411  0.11
H: 3.974 -1.821 -0.217  0.07
H: 5.339 -1.332 -2.743  0.10
H: 3.898 -2.387 -2.991  0.10
H: 2.983 0.262 -3.535  0.08
H: 3.386 -0.975 -4.719  0.12
H: 1.400 -0.230 -1.950  0.04
H: 1.560 -1.950 -1.702  0.11
H: 1.377 -1.747 0.726  0.08
H: 1.318 0.020 0.627  0.10
H: -0.676 -0.439 -1.019  0.10
H: -0.936 -0.529 0.716  0.10
H: -0.056 -3.085 -0.601  0.10
H: -1.663 -2.555 -1.025  0.11
H: -0.899 -2.531 1.877  0.09
H: -1.149 -4.101 1.127  0.10
H: -3.335 -2.383 0.329  0.10
H: -3.418 -3.814 1.351  0.11
H: -2.641 -2.143 3.239  0.11
H: -4.334 -2.241 2.773  0.11
H: -3.030 -0.324 1.059  0.11
H: -2.642 0.064 2.719  0.13
H: -6.875 1.118 2.105  0.09
H: -6.341 2.789 1.941  0.09
H: -6.325 1.729 0.515  0.08
C: 0.886 1.372 -7.108  -0.10
C: -0.269 0.404 -6.876  -0.25
C: -1.166 0.810 -5.700  -0.17
C: -0.411 0.848 -4.447  -0.19
N: 0.183 0.877 -3.464  0.16
H: 1.558 1.408 -6.247  0.06
H: 1.475 1.065 -7.971  0.08
H: 0.521 2.383 -7.293  0.08
H: 0.122 -0.600 -6.703  0.11
H: -0.887 0.353 -7.773  0.11
H: -1.988 0.106 -5.579  0.12
H: -1.597 1.798 -5.867  0.13
C: 0.611 -1.307 6.853  -0.10
C: 2.008 -1.916 6.799  -0.25
C: 2.824 -1.430 5.595  -0.19
C: 2.189 -1.780 4.320  -0.22
N: 1.708 -2.053 3.313  0.17
H: 0.019 -1.589 5.982  0.07
H: 0.079 -1.653 7.738  0.08
H: 0.659 -0.217 6.894  0.08
H: 1.931 -3.004 6.767  0.11
H: 2.554 -1.660 7.708  0.11
H: 3.821 -1.871 5.602  0.11
H: 2.937 -0.345 5.627  0.12
C: -9.023 3.722 -2.992  -0.11
C: -7.857 3.442 -2.051  -0.27
C: -6.512 3.957 -2.580  -0.19
C: -6.137 3.313 -3.840  -0.24
N: -5.840 2.789 -4.817  0.14
H: -8.892 3.216 -3.949  0.07
H: -9.957 3.369 -2.559  0.07
H: -9.124 4.792 -3.183  0.08
H: -7.786 2.368 -1.868  0.11
H: -8.047 3.919 -1.088  0.11
H: -5.720 3.759 -1.857  0.11
H: -6.554 5.035 -2.741  0.12